No. 1
ORCA calculation (ωB97M-V/def2-TZVPD) on a cluster of 13 separate species, C79H168F12N9O12S4 in total.

Each line ends with the Löwdin charge.
Geometry (Å):
C  7.5942  2.5964  -0.2812  -0.08
C  8.4719  2.4446  0.9971  -0.23
C  8.0068  3.1729  2.2777  -0.07
N  8.7694  2.8478  3.6600  -0.20
C  8.0760  3.7044  4.8328  0.06
C  8.8036  1.3475  4.1860  -0.07
C  10.0352  0.7026  3.5676  -0.15
C  10.9969  1.7974  3.0991  -0.14
C  10.2897  3.1101  3.4842  -0.11
H  6.6259  2.1055  -0.1833  0.08
H  8.0676  2.3986  -1.2429  0.08
H  7.3607  3.6609  -0.2615  0.07
H  9.4438  2.8353  0.6958  0.10
H  8.5650  1.3679  1.1391  0.10
H  7.0035  2.8645  2.5717  0.13
H  8.0944  4.2435  2.0926  0.13
H  6.9952  3.6023  4.7346  0.10
H  8.2647  4.7419  4.5570  0.10
H  8.5237  3.3050  5.7428  0.10
H  8.8822  1.4551  5.2679  0.11
H  7.8569  0.8431  3.9926  0.14
H  10.5070  0.0172  4.2717  0.13
H  9.6989  0.1162  2.7125  0.11
H  11.9598  1.7342  3.6060  0.12
H  11.1807  1.9374  2.0338  0.11
H  10.7324  3.4351  4.4257  0.13
H  10.4316  3.9145  2.7624  0.13
C  0.7790  -4.0707  -10.7277  -0.05
C  -0.5288  -4.9784  -10.7201  -0.22
C  -1.6557  -4.2728  -10.0967  -0.13
N  -2.7961  -5.2624  -9.7225  -0.26
C  -3.4896  -5.6470  -11.0404  0.03
C  -3.8305  -4.4311  -8.9569  -0.08
C  -4.6852  -5.4032  -8.0376  -0.12
C  -4.0138  -6.7381  -8.2057  -0.15
C  -2.6038  -6.4133  -8.8179  -0.10
H  1.6248  -4.7537  -10.8068  0.08
H  0.9719  -3.3813  -9.9058  0.08
H  0.7614  -3.3706  -11.5629  0.08
H  -0.3740  -5.8996  -10.1584  0.11
H  -0.7707  -5.2799  -11.7392  0.12
H  -2.0979  -3.5734  -10.8062  0.15
H  -1.3758  -3.8939  -9.1137  0.14
H  -3.6561  -4.9582  -11.8686  0.12
H  -4.4417  -6.1404  -10.8452  0.11
H  -2.8666  -6.4175  -11.4947  0.11
H  -4.3619  -3.8871  -9.7377  0.13
H  -3.3454  -3.7329  -8.2748  0.12
H  -5.7499  -5.4176  -8.2709  0.12
H  -4.5439  -5.1904  -6.9779  0.11
H  -4.3422  -7.5264  -8.8830  0.12
H  -3.8805  -7.3260  -7.2975  0.12
H  -2.0838  -7.1599  -9.4181  0.14
H  -1.9537  -6.0862  -8.0064  0.14
C  5.8782  -5.0195  -7.0438  -0.06
C  7.3335  -4.5355  -7.2906  -0.27
C  7.7593  -3.3483  -6.6254  -0.16
N  9.2390  -2.8939  -6.8765  -0.20
C  10.2100  -4.0850  -6.5263  0.07
C  9.6060  -1.6036  -6.1068  -0.10
C  10.4750  -0.7406  -7.0237  -0.16
C  10.8119  -1.5745  -8.2851  -0.11
C  9.4997  -2.4005  -8.3071  -0.10
H  5.2395  -4.1474  -7.1834  0.07
H  5.6978  -5.3330  -6.0156  0.08
H  5.6065  -5.8206  -7.7313  0.08
H  7.4438  -4.2966  -8.3483  0.12
H  7.9603  -5.4100  -7.1157  0.12
H  7.7249  -3.5874  -5.5625  0.15
H  7.0285  -2.5436  -6.7055  0.15
H  11.2541  -3.8522  -6.7355  0.11
H  9.9457  -4.8189  -7.2877  0.09
H  9.9035  -4.4928  -5.5630  0.12
H  9.9931  -1.7406  -5.0971  0.14
H  8.6386  -1.1859  -5.8278  0.12
H  11.3361  -0.5148  -6.3947  0.12
H  9.9777  0.2025  -7.2503  0.12
H  11.7142  -2.1505  -8.0797  0.11
H  11.0434  -0.8980  -9.1079  0.13
H  9.5901  -3.1686  -9.0752  0.13
H  8.6287  -1.7763  -8.5070  0.14
C  -5.0631  3.8714  -3.9273  -0.07
C  -5.3681  3.9067  -5.4583  -0.24
C  -6.6408  3.2970  -5.8339  -0.13
N  -7.3248  3.7661  -7.1563  -0.19
C  -8.6754  2.9845  -7.3728  0.04
C  -7.5993  5.2509  -7.2968  -0.10
C  -6.6836  5.8771  -8.3875  -0.10
C  -6.7187  4.6724  -9.3595  -0.18
C  -6.5056  3.5467  -8.4713  -0.13
H  -4.0423  4.2246  -3.7809  0.08
H  -5.0115  2.8864  -3.4633  0.08
H  -5.8271  4.4001  -3.3573  0.08
H  -4.6917  3.1381  -5.8320  0.11
H  -5.1021  4.8506  -5.9341  0.11
H  -7.4801  3.5499  -5.1859  0.13
H  -6.5592  2.2102  -5.8471  0.14
H  -9.4259  3.0648  -6.5865  0.11
H  -8.4048  1.9312  -7.4468  0.10
H  -9.1258  3.2036  -8.3409  0.11
H  -8.6777  5.3094  -7.4441  0.14
H  -7.2764  5.8149  -6.4217  0.13
H  -7.1036  6.7938  -8.8014  0.13
H  -5.6678  6.0285  -8.0223  0.11
H  -7.7230  4.6658  -9.7832  0.13
H  -5.9950  4.6769  -10.1746  0.14
H  -6.7746  2.6060  -8.9518  0.14
H  -5.4286  3.4879  -8.3142  0.14
C  -4.9446  6.4047  5.8681  -0.11
C  -4.5126  5.0482  6.3340  -0.21
C  -5.6007  3.9472  6.3662  -0.13
N  -5.8646  3.2171  5.0680  -0.22
C  -4.9849  1.9829  4.8152  0.06
C  -5.9584  4.1056  3.8312  -0.08
C  -6.9616  3.4297  2.8479  -0.17
C  -7.8976  2.6640  3.7160  -0.15
C  -7.3646  2.7077  5.1833  -0.04
H  -4.0664  7.0228  6.0549  0.09
H  -5.7177  6.8419  6.4999  0.09
H  -5.2827  6.6313  4.8569  0.07
H  -4.0924  5.1486  7.3347  0.13
H  -3.7266  4.6707  5.6800  0.11
H  -6.5256  4.3029  6.8201  0.12
H  -5.3796  3.2966  7.2124  0.14
H  -4.7318  1.7385  3.7835  0.11
H  -5.3793  1.1641  5.4170  0.10
H  -4.0586  2.3482  5.2586  0.10
H  -5.0469  4.3775  3.2988  0.15
H  -6.5951  4.9418  4.1200  0.13
H  -6.4707  2.7231  2.1787  0.11
H  -7.4791  4.1400  2.2031  0.13
H  -8.0364  1.6519  3.3358  0.12
H  -8.8915  3.0482  3.4862  0.12
H  -7.3024  1.7321  5.6653  0.12
H  -7.8626  3.3867  5.8755  0.12
C  -9.4995  -8.3495  8.4890  -0.11
C  -8.4768  -7.8271  7.5093  -0.20
C  -7.5358  -6.5881  7.9906  -0.05
N  -6.7782  -5.7900  6.8832  -0.21
C  -5.5566  -5.0218  7.5466  0.05
C  -6.2720  -6.5718  5.6325  -0.08
C  -7.0290  -6.0212  4.4164  -0.15
C  -7.3619  -4.5605  4.7739  -0.12
C  -7.7342  -4.7208  6.2974  -0.11
H  -9.9789  -9.3115  8.3078  0.09
H  -10.3448  -7.6929  8.6957  0.08
H  -9.0981  -8.5392  9.4845  0.08
H  -9.0881  -7.4805  6.6760  0.10
H  -7.8881  -8.7022  7.2341  0.11
H  -6.8405  -6.9563  8.7450  0.13
H  -8.1319  -5.7529  8.3582  0.12
H  -5.2849  -4.1668  6.9275  0.09
H  -4.7247  -5.6537  7.8576  0.12
H  -6.0276  -4.4897  8.3731  0.09
H  -5.1910  -6.5599  5.4929  0.13
H  -6.3737  -7.6528  5.7284  0.13
H  -6.5522  -6.1842  3.4498  0.12
H  -7.8978  -6.6745  4.3366  0.12
H  -6.4483  -3.9692  4.8345  0.10
H  -8.2461  -4.1464  4.2894  0.12
H  -7.4337  -3.8287  6.8468  0.11
H  -8.8016  -4.9338  6.3561  0.13
C  -0.2059  6.9096  -8.9436  -0.06
C  -0.2025  7.4843  -7.5380  -0.28
C  1.0865  7.9922  -7.0584  -0.07
N  1.0437  8.7428  -5.6277  -0.20
C  2.4604  9.1150  -5.0311  -0.08
C  3.1093  7.7892  -4.5901  -0.15
C  2.2840  6.9369  -3.5281  -0.15
C  0.8614  6.7333  -3.9932  -0.19
C  0.2280  8.0194  -4.5171  -0.11
C  0.3228  10.1471  -5.7546  0.03
H  -0.1547  7.7596  -9.6240  0.09
H  -1.1292  6.3472  -9.0826  0.08
H  0.6446  6.2652  -9.1660  0.09
H  -0.6967  6.7906  -6.8579  0.11
H  -0.9123  8.2932  -7.3649  0.10
H  1.4800  8.7326  -7.7549  0.14
H  1.7399  7.1407  -6.8684  0.13
H  3.0130  9.6043  -5.8331  0.13
H  2.4059  9.8347  -4.2143  0.14
H  3.5986  7.2463  -5.3989  0.11
H  4.0311  8.1088  -4.1041  0.11
H  2.7848  6.0072  -3.2579  0.12
H  2.2632  7.5202  -2.6075  0.12
H  0.7727  5.7564  -4.4685  0.12
H  0.1633  6.5676  -3.1726  0.12
H  -0.7349  7.6894  -4.9071  0.12
H  0.1006  8.7067  -3.6808  0.14
H  0.9981  10.6758  -6.4273  0.10
H  0.2652  10.6329  -4.7805  0.11
H  -0.6124  9.9834  -6.2901  0.09
C  1.1233  -1.6091  16.5299  -0.05
C  0.5356  -0.4316  15.6099  -0.21
C  -0.4389  -0.7758  14.5220  -0.09
N  -0.9701  0.4258  13.6673  -0.22
C  -1.5724  -0.1163  12.3076  -0.06
C  -0.5274  -0.5306  11.2468  -0.19
C  0.6088  0.3560  11.0369  -0.22
C  1.1461  1.0258  12.3034  -0.15
C  0.1337  1.4808  13.3601  -0.10
C  -2.1052  1.1542  14.4534  0.04
H  1.1614  -2.6109  16.1022  0.07
H  0.5334  -1.6312  17.4463  0.07
H  2.1155  -1.4886  16.9647  0.08
H  1.3666  0.2089  15.3145  0.10
H  0.1188  0.2362  16.3638  0.11
H  -1.4000  -1.1690  14.8532  0.13
H  0.0358  -1.4184  13.7805  0.13
H  -2.2575  -0.8946  12.6436  0.13
H  -2.2065  0.6775  11.9126  0.12
H  -0.0330  -1.4401  11.5881  0.12
H  -0.9452  -0.6507  10.2473  0.13
H  1.3062  -0.1869  10.3989  0.13
H  0.3278  1.2130  10.4247  0.12
H  1.8041  0.3881  12.8936  0.11
H  1.7677  1.8515  11.9573  0.13
H  0.6998  1.8120  14.2307  0.13
H  -0.4227  2.3461  12.9998  0.13
H  -2.7972  0.3318  14.6350  0.10
H  -2.6426  1.8827  13.8463  0.10
H  -1.7214  1.5680  15.3859  0.11
C  2.1893  -2.0862  3.0320  -0.08
C  1.1343  -1.8784  1.9085  -0.18
C  1.4826  -2.4437  0.3776  -0.05
N  0.6163  -1.8792  -0.7911  -0.24
C  0.9532  -2.6733  -2.0388  -0.09
C  0.4601  -4.2027  -1.9584  -0.12
C  -1.0232  -4.2998  -1.5366  -0.18
C  -1.2903  -3.5349  -0.2172  -0.16
C  -0.9247  -2.0589  -0.3158  -0.08
C  0.8333  -0.3906  -1.1214  0.04
H  1.9626  -3.0262  3.5351  0.07
H  1.9219  -1.4775  3.8957  0.07
H  3.2484  -1.9713  2.8012  0.08
H  0.8344  -0.8308  1.8812  0.09
H  0.2293  -2.4053  2.2109  0.09
H  1.3509  -3.5227  0.4578  0.11
H  2.5223  -2.2756  0.0969  0.13
H  2.0361  -2.6641  -2.1628  0.14
H  0.4690  -2.2718  -2.9290  0.13
H  1.0689  -4.7557  -1.2431  0.11
H  0.6344  -4.6303  -2.9458  0.12
H  -1.3182  -5.3488  -1.5641  0.12
H  -1.7144  -3.9178  -2.2878  0.10
H  -0.6904  -4.0345  0.5434  0.11
H  -2.3556  -3.5750  0.0098  0.12
H  -1.1562  -1.3748  0.5005  0.12
H  -1.4627  -1.6453  -1.1688  0.12
H  0.3906  0.1390  -0.2778  0.09
H  0.3511  -0.2101  -2.0821  0.11
H  1.9036  -0.2113  -1.0188  0.11
C  6.4428  -5.8279  1.3687  -0.58
F  7.5532  -6.3058  1.9425  0.12
F  5.3634  -6.5598  1.5728  0.14
F  6.1931  -4.4976  1.8067  0.01
S  6.8280  -5.6612  -0.5871  0.48
O  7.9054  -4.6530  -0.7046  -0.40
O  7.2558  -7.0069  -0.9711  -0.36
O  5.5520  -5.2226  -1.1669  -0.41
C  0.1159  -7.3025  5.4760  -0.75
F  -0.1106  -6.2461  6.1166  0.17
F  -0.7339  -7.4088  4.4162  0.07
F  1.3289  -7.2561  4.9660  0.13
S  0.0582  -8.7397  6.7518  0.48
O  0.7246  -8.1369  7.8854  -0.36
O  -1.4059  -8.9595  7.0027  -0.41
O  0.8402  -9.8505  6.2414  -0.33
C  3.2977  1.9508  -9.0928  -0.64
F  2.2195  2.0171  -9.8701  0.12
F  4.2821  1.2511  -9.6740  0.12
F  3.8668  3.1525  -8.8658  0.10
S  2.6434  1.2593  -7.3907  0.49
O  2.2086  -0.1101  -7.5385  -0.37
O  3.8022  1.4130  -6.4079  -0.41
O  1.4884  2.1021  -7.0878  -0.39
C  0.9665  6.2799  4.2942  -0.63
F  2.2181  6.7695  4.3073  0.11
F  0.3685  6.5448  5.4496  0.12
F  0.2995  6.8492  3.2908  0.10
S  1.1199  4.3210  3.8281  0.46
O  1.6820  3.7826  5.0285  -0.36
O  -0.1925  3.7922  3.3664  -0.41
O  2.1682  4.2839  2.8021  -0.38

Atoms 1-3, force components in eV/Å:
-0.7 1.6 1.5
0.6 -1.0 -0.5
0.0 -1.4 0.8

Computed properties:
**2S+1**: 1
**Total charge**: +5
**Energy**: -7295.59230 hartree
**Orbital gap**: 4.49 eV
**Highest occupied orbital energy**: -11.775 eV

---

No. 2
ORCA calculation (ωB97M-V/def2-TZVPD) on the molecule C7H10.

Each line ends with the Löwdin charge.
Geometry (Å):
C  0.8763  -1.3097  -1.1206  -0.07
C  1.2230  0.0190  -0.5063  -0.26
C  0.8030  0.6772  0.8196  -0.20
C  -0.2447  0.1811  1.7263  -0.08
C  -1.3979  -0.0777  1.1131  -0.12
C  -1.4156  0.4183  -0.3094  -0.13
C  0.1030  1.0141  -0.4955  -0.16
H  0.7126  -1.1558  -2.1987  0.09
H  1.6557  -2.0634  -0.9969  0.07
H  -0.0609  -1.6740  -0.6990  0.07
H  2.2597  0.3211  -0.6883  0.13
H  1.6389  1.2069  1.2822  0.13
H  -0.1019  0.1376  2.7972  0.10
H  -2.1653  -0.6927  1.5744  0.10
H  -1.9864  -0.3291  -0.9168  0.11
H  -2.0238  1.3133  -0.4546  0.09
H  0.1242  2.0139  -0.9268  0.12

Atoms 1-3, force components in eV/Å:
-0.1 -0.2 0.2
-0.2 -0.1 0.0
-0.1 -0.1 0.1

Computed properties:
**2S+1**: 1
**Energy**: -272.64111 hartree
**Structure (SMILES)**: C[C@@H]1[C@@H]2C=CC[C@H]12
**Orbital gap**: 9.60 eV
**Highest occupied orbital energy**: -8.435 eV

---

No. 3
ORCA calculation (ωB97M-V/def2-TZVPD) on the molecule C7H10.

Each line ends with the Löwdin charge.
Geometry (Å):
C  -2.2109  -1.4489  1.0685  0.11
C  -1.9039  -0.4780  0.4253  -0.14
C  -1.3685  0.6945  -0.2802  -0.17
C  -0.0250  1.0419  0.3413  -0.27
C  1.2286  1.3545  -0.4258  -0.09
C  1.1090  0.0566  0.3318  -0.31
C  1.0947  -1.2268  -0.4723  -0.07
H  -2.4731  -2.3102  1.6414  0.02
H  -1.2746  0.4818  -1.3517  0.12
H  -2.0636  1.5385  -0.1904  0.12
H  -0.1269  1.5869  1.2777  0.14
H  1.8757  2.1522  -0.0716  0.10
H  1.1968  1.2624  -1.5105  0.11
H  1.6190  -0.0361  1.2884  0.13
H  2.1293  -1.5222  -0.6804  0.08
H  0.5992  -2.0526  0.0474  0.07
H  0.5943  -1.0946  -1.4386  0.08

Atoms 1-3, force components in eV/Å:
0.0 0.4 -0.3
-0.2 -0.4 0.3
0.0 0.0 -0.1

Computed properties:
**2S+1**: 1
**Energy**: -272.62400 hartree
**Structure (SMILES)**: C#CC[C@@H]1C[C@@H]1C
**Orbital gap**: 10.94 eV
**Highest occupied orbital energy**: -9.807 eV